Record 1
{"formula": "C2Cl2F2O", "method": "ωB97M-V with the def2-TZVPD basis set", "symbols": ["O", "C", "Cl", "C", "F", "F", "Cl"], "coordinates": [[1.29784, -1.26474, -0.86399], [1.01373, -0.34995, -0.18909], [2.01347, 0.74394, 0.60903], [-0.76485, 0.05519, 0.10190], [-0.98937, 0.10411, 1.41583], [-1.50630, -0.90856, -0.42323], [-1.06453, 1.62001, -0.65044]], "atomic_forces_ev_per_a": [[0.3, 0.0, 0.0], [-4.1, -0.1, 0.0], [0.7, 0.6, 0.5], [3.1, -0.5, -0.4], [0.0, 0.1, -0.1], [0.2, 0.2, 0.0], [-0.2, -0.3, 0.1]], "smiles": "O=C(Cl)C(F)(F)Cl", "total_charge": 0}


Record 2
{"formula": "C2H7S", "method": "ωB97M-V with the def2-TZVPD basis set", "symbols": ["S", "H", "C", "C", "H", "H", "H", "H", "H", "H"], "coordinates": [[-1.39361, -0.26504, 1.11556], [-1.89833, 0.73021, 2.05514], [1.58228, 0.66643, -0.50870], [1.10377, -0.29134, -1.71452], [2.61505, 0.33619, -0.05349], [1.81202, 1.59308, -1.05785], [0.81205, 0.57857, 0.22654], [1.85576, -0.23975, -2.47913], [0.19443, 0.23329, -2.07154], [0.79039, -1.24146, -1.12930]], "atomic_forces_ev_per_a": [[-0.9, 1.4, 1.5], [0.8, -1.5, -1.4], [2.6, -1.6, -2.0], [-1.0, 0.7, 3.4], [-1.9, 0.3, -0.8], [-0.5, 0.4, 1.0], [-0.5, 0.9, 0.6], [0.3, -1.0, -0.4], [0.3, -0.7, 0.0], [0.7, 1.0, -1.9]], "total_charge": -1}


Record 3
{"formula": "C5H6O", "method": "ωB97M-V with the def2-TZVPD basis set", "symbols": ["O", "C", "C", "C", "C", "C", "H", "H", "H", "H", "H", "H"], "coordinates": [[-1.60688, -1.57910, -1.09842], [-0.76940, -0.83731, -0.63641], [0.47447, -0.33776, -1.27579], [1.12922, 0.45477, -0.42194], [0.27634, 0.84866, 0.75738], [-0.77651, -0.32452, 0.80240], [0.80014, -0.64917, -2.25948], [2.17248, 0.74633, -0.51925], [-0.30677, 1.73565, 0.49725], [0.88626, 1.16327, 1.61773], [-0.46029, -1.15327, 1.44947], [-1.81588, -0.08502, 1.06934]], "atomic_forces_ev_per_a": [[0.3, 0.3, -0.1], [-0.1, -0.2, 0.1], [0.1, -0.1, 0.0], [-0.2, -0.1, -0.1], [-0.4, -0.3, 0.1], [0.3, 0.4, 0.2], [0.1, -0.1, 0.1], [-0.3, 0.3, -0.2], [0.2, 0.2, -0.1], [-0.5, -0.7, 0.1], [0.1, 0.2, -0.1], [0.5, 0.2, 0.1]], "smiles": "O=C1C=CCC1", "total_charge": 0}


What did we get for E? Answer: -1271.544984, -478.578613, -269.334678 hartree, in the order shown.
What did we get for HOMO energy? Answer: -10.79, -2.54, -9.51 eV, in the order shown.
What did we get for energy above the lowest of the compared OMol25 structures with the same formula, charge and spin? Answer: 7.94, 19.14, 7.26 kcal/mol, in the order shown.